192
Properties=species:S:1:pos:R:3 method="wB97M-V/def2-TZVPD" e_tot_ha=-3582.2061 total_charge=0 e_above_lowest_kj_mol=1068.2 gap_ha=0.318 homo_ev=-8.3294
C 8.319 8.609 -1.272
O 7.244 7.856 -1.821
C 7.420 6.464 -2.049
C 7.634 5.709 -0.634
N 7.676 4.326 -0.956
C 8.070 3.621 0.205
C 8.220 2.157 -0.001
O 7.005 1.442 -0.286
C 5.754 1.768 0.421
H 9.225 8.062 -1.531
H 8.236 8.708 -0.190
H 8.340 9.682 -1.465
H 8.114 6.093 -2.803
H 6.490 6.192 -2.548
H 6.747 5.828 -0.012
H 8.522 6.112 -0.149
H 6.767 4.023 -1.273
H 7.500 3.784 1.120
H 9.008 4.127 0.437
H 8.605 1.645 0.881
H 9.017 1.899 -0.699
H 5.194 0.833 0.388
H 5.178 2.456 -0.197
H 5.976 2.052 1.450
C -1.852 -4.202 -9.543
O -1.002 -3.137 -9.787
C -0.984 -2.180 -8.716
C -0.214 -2.725 -7.466
N -1.007 -3.284 -6.315
C -1.958 -2.335 -5.768
C -1.323 -1.859 -4.470
O -2.287 -1.076 -3.665
C -1.853 -0.362 -2.478
H -2.801 -3.911 -9.092
H -1.369 -4.868 -8.827
H -1.882 -4.852 -10.417
H -2.021 -1.979 -8.446
H -0.391 -1.362 -9.125
H 0.383 -1.919 -7.039
H 0.501 -3.484 -7.784
H -1.437 -4.194 -6.222
H -2.992 -2.658 -5.649
H -2.117 -1.508 -6.460
H -0.402 -1.293 -4.612
H -1.050 -2.649 -3.770
H -0.780 -0.485 -2.327
H -2.282 -0.929 -1.652
H -2.107 0.697 -2.507
C -7.633 -2.207 -1.666
O -6.652 -3.161 -2.126
C -5.270 -2.914 -1.787
C -4.190 -3.476 -2.714
N -4.656 -4.730 -3.179
C -4.609 -5.869 -2.286
C -4.971 -7.180 -2.983
O -5.174 -8.216 -2.009
C -5.065 -9.610 -2.379
H -7.935 -1.458 -2.398
H -7.515 -1.792 -0.665
H -8.504 -2.830 -1.463
H -5.139 -3.353 -0.799
H -5.033 -1.852 -1.725
H -3.200 -3.686 -2.309
H -4.072 -2.928 -3.648
H -5.636 -4.537 -3.033
H -5.242 -5.768 -1.404
H -3.595 -6.013 -1.914
H -4.131 -7.547 -3.573
H -5.759 -7.104 -3.733
H -4.096 -10.060 -2.597
H -5.871 -9.869 -3.066
H -5.267 -10.290 -1.552
C 5.605 5.099 5.291
O 4.199 5.405 5.233
C 3.859 6.806 5.415
C 2.330 7.158 5.556
N 1.583 7.034 4.285
C 0.148 7.203 4.279
C -0.603 7.127 2.935
O -0.585 5.811 2.338
C 0.329 5.695 1.239
H 6.078 5.625 6.120
H 6.045 5.568 4.411
H 5.850 4.045 5.424
H 4.164 7.398 4.553
H 4.421 7.274 6.223
H 2.319 8.174 5.953
H 1.871 6.488 6.283
H 1.884 6.267 3.702
H 0.177 8.273 4.488
H -0.386 6.671 5.065
H -0.233 7.966 2.347
H -1.641 7.417 3.100
H 0.463 4.620 1.113
H 1.226 6.260 1.489
H -0.059 6.212 0.361
C 1.541 1.478 -0.825
O 0.532 0.732 -0.147
C 0.074 1.156 1.200
C -0.956 0.294 1.879
N -0.533 -1.098 1.971
C -1.682 -1.969 2.382
C -2.622 -2.412 1.144
O -1.905 -2.842 0.006
C -1.701 -4.271 -0.010
H 1.669 1.305 -1.893
H 2.504 1.276 -0.355
H 1.292 2.539 -0.833
H -0.257 2.185 1.057
H 0.917 0.941 1.857
H -1.887 0.361 1.317
H -1.171 0.654 2.885
H -0.331 -1.229 0.990
H -2.287 -1.538 3.179
H -1.315 -2.943 2.706
H -3.073 -1.496 0.761
H -3.382 -3.101 1.513
H -1.477 -4.438 -1.063
H -2.611 -4.861 0.098
H -0.962 -4.547 0.743
C -5.584 -0.415 1.692
O -4.998 -1.221 2.804
C -4.831 -0.466 4.011
C -5.052 -1.385 5.238
N -6.429 -1.864 5.308
C -6.440 -3.221 5.695
C -7.743 -3.919 5.225
O -8.039 -3.922 3.939
C -7.462 -4.927 3.138
H -5.307 -0.799 0.710
H -5.156 0.586 1.741
H -6.633 -0.140 1.804
H -5.626 0.273 4.111
H -3.894 0.063 4.185
H -4.891 -0.716 6.084
H -4.204 -2.047 5.066
H -6.947 -1.848 4.441
H -6.394 -3.201 6.784
H -5.642 -3.925 5.461
H -8.613 -3.379 5.597
H -7.817 -4.867 5.759
H -7.961 -5.037 2.175
H -7.465 -5.938 3.546
H -6.401 -4.874 2.894
C 4.010 4.497 -2.123
O 4.873 3.841 -2.957
H 3.384 3.833 -1.525
H 4.500 5.289 -1.556
H 3.315 5.002 -2.794
H 5.352 4.476 -3.494
C 2.288 -1.913 -1.390
O 3.073 -2.521 -2.288
H 2.839 -1.108 -0.902
H 1.410 -1.398 -1.778
H 1.913 -2.578 -0.612
H 3.987 -2.510 -1.994
C 2.012 3.493 3.484
O 3.279 3.128 3.947
H 2.051 3.869 2.462
H 1.372 2.611 3.511
H 1.654 4.313 4.106
H 3.720 3.828 4.433
C 3.055 -1.378 3.289
O 2.226 -2.245 2.439
H 2.727 -0.366 3.054
H 2.891 -1.405 4.366
H 4.101 -1.344 2.983
H 1.307 -1.979 2.516
C 4.603 0.840 -3.773
O 4.584 -0.548 -4.010
H 5.494 1.073 -3.190
H 4.502 1.394 -4.706
H 3.817 1.295 -3.169
H 3.773 -0.850 -3.594
C -0.465 0.265 5.918
O -1.761 0.648 5.530
H 0.004 1.202 5.616
H -0.487 0.094 6.995
H -0.032 -0.608 5.429
H -1.947 1.485 5.960
C 0.532 1.203 -5.288
O 0.536 2.594 -5.267
H 0.186 0.927 -4.292
H -0.202 0.690 -5.910
H 1.533 0.839 -5.520
H 1.217 2.859 -5.890
C 0.907 -7.614 1.051
O 0.596 -8.755 1.843
H 1.997 -7.608 1.059
H 0.609 -7.561 0.003
H 0.554 -6.778 1.654
H 0.400 -9.538 1.323

=====

52
Properties=species:S:1:pos:R:3 method="wB97M-V/def2-TZVPD" e_tot_ha=-13657.0031 total_charge=+3 e_above_lowest_kj_mol=38.9 gap_ha="0.179 / 0.178" homo_ev="-17.3704 / -17.3690"
Re 2.309 -0.181 0.496
Se 6.372 0.496 1.840
Sb 5.373 -1.646 2.122
Se 3.568 -1.677 -0.561
Se 2.580 -0.816 2.630
Se 5.056 -3.954 2.587
F 1.560 5.262 -3.753
C 1.619 4.377 -2.809
C 1.927 3.046 -3.136
F 2.139 2.691 -4.379
C 2.003 2.139 -2.115
F 2.316 0.851 -2.301
C 1.763 2.489 -0.770
O 1.829 1.550 0.169
C 1.442 3.824 -0.472
F 1.217 4.152 0.777
C 1.376 4.759 -1.486
F 1.080 6.004 -1.207
C -2.086 -1.611 -3.871
C -2.799 -0.896 -2.918
C -2.205 -0.561 -1.711
C -0.888 -0.966 -1.481
C -0.169 -1.693 -2.423
C -0.777 -2.013 -3.625
As -0.262 -0.712 0.311
C -0.597 -2.323 1.310
C 0.298 -3.390 1.318
C -0.087 -4.596 1.882
C -1.358 -4.732 2.427
C -2.241 -3.662 2.422
C -1.872 -2.448 1.860
C -1.016 0.795 1.195
C -0.987 0.790 2.593
C -1.403 1.913 3.286
C -1.829 3.035 2.583
C -1.859 3.036 1.192
C -1.432 1.925 0.485
H -2.555 -1.856 -4.814
H -3.821 -0.599 -3.111
H -2.761 -0.019 -0.956
H 0.851 -2.003 -2.230
H -0.231 -2.576 -4.369
H 1.282 -3.275 0.884
H 0.604 -5.428 1.887
H -1.663 -5.678 2.853
H -3.226 -3.763 2.857
H -2.564 -1.615 1.856
H -0.673 -0.103 3.122
H -1.394 1.914 4.367
H -2.140 3.919 3.125
H -2.219 3.906 0.660
H -1.450 1.922 -0.598

=====

8
Properties=species:S:1:pos:R:3 method="wB97M-V/def2-TZVPD" e_tot_ha=-673.8907 total_charge=0 e_above_lowest_kj_mol=241.7 gap_ha=0.331 homo_ev=-9.0180
C 0.588 -0.059 1.009
C -0.336 0.134 -0.839
I -2.094 1.199 -0.644
I -0.689 -1.791 -1.554
H 1.475 -0.714 0.708
H 0.890 1.079 1.288
H -0.382 -0.354 1.520
H 0.547 0.506 -1.488

=====

44
Properties=species:S:1:pos:R:3 method="wB97M-V/def2-TZVPD" e_tot_ha=-2329.9698 total_charge=+2 e_above_lowest_kj_mol=139.3 gap_ha="0.322 / 0.236" multiplicity=4 homo_ev="-14.9086 / -13.1365"
Tc 0.229 -0.158 1.303
N -2.752 -1.389 3.926
C -1.649 -1.229 3.227
O -1.627 -0.394 2.271
C -0.407 -1.996 3.559
C 0.579 -1.936 2.384
H -3.563 -0.818 3.742
H -2.787 -2.037 4.697
H -0.669 -3.015 3.854
H 0.015 -1.520 4.450
H 0.370 -2.752 1.680
H 1.589 -2.111 2.758
C 3.900 1.452 -0.461
C 2.489 1.165 -0.064
N 2.117 0.083 0.593
O 3.170 -0.747 0.894
C 1.416 2.061 -0.352
C 1.648 3.349 -1.073
N 0.241 1.655 0.102
O -0.773 2.618 -0.258
H 4.561 0.638 -0.189
H 4.252 2.362 0.029
H 3.969 1.607 -1.538
H 2.789 -1.626 1.050
H 2.498 3.255 -1.744
H 1.880 4.138 -0.353
H 0.781 3.673 -1.639
Cl 1.778 -3.240 -0.995
C 2.892 -4.478 -0.366
Cl 3.511 -4.030 1.229
H 3.726 -4.556 -1.053
H 2.346 -5.409 -0.278
S -2.273 2.125 0.129
C -2.793 1.588 -1.446
N -4.021 1.191 -1.710
C -4.168 0.823 -3.134
C -2.811 1.260 -3.726
N -2.027 1.580 -2.515
H -4.756 1.112 -1.026
H -5.007 1.352 -3.576
H -4.333 -0.250 -3.219
H -2.897 2.148 -4.350
H -2.328 0.468 -4.291
H -1.105 1.985 -2.519